Entry from the OMol25 dataset: C82H134F12N14O17S2 as an isolated structure at a distorted geometry (ωB97M-V/def2-TZVPD).

Results
DFT total energy	-7245.5213	hartree
LUMO	0.4	eV
total charge	0
E_HOMO	-8.829	eV

Each line ends with the Mulliken charge.
Element x y z (Å)
1 C 2.8183 -0.8944 2.4056  -0.12
2 C 2.3120 -1.1346 0.9798  2.26
3 N 1.9848 0.0999 0.1035  1.40
4 C 3.1261 1.1445 0.1621  1.00
5 C 1.8489 -0.3099 -1.3004  1.74
6 C 1.5222 0.8333 -2.2654  0.82
7 C 0.7576 0.8127 0.6533  -0.07
8 C -0.5648 0.1630 0.3472  0.16
9 O -0.6507 -1.0501 1.1383  0.60
10 C -1.7631 -1.8954 0.8901  -0.55
11 H 2.8562 -1.8620 2.8743  0.18
12 H 2.0960 -0.2520 2.9679  -0.34
13 H 3.8353 -0.3965 2.4513  -0.85
14 H 1.3532 -1.7177 1.0293  -0.78
15 H 3.0818 -1.6345 0.3931  -0.39
16 H 3.2569 1.4090 1.2239  -0.22
17 H 2.8128 2.0954 -0.2827  -0.47
18 H 4.0920 0.8118 -0.2397  -0.49
19 H 1.0715 -1.0738 -1.4124  -0.26
20 H 2.8214 -0.8252 -1.5269  -0.93
21 H 0.7953 1.5377 -1.8982  -0.66
22 H 1.2246 0.3441 -3.1946  0.07
23 H 2.3844 1.4604 -2.4807  -0.50
24 H 0.6566 1.8214 0.1747  -0.90
25 H 0.8236 1.0000 1.7245  -0.04
26 H -0.8449 -0.0024 -0.7009  0.51
27 H -1.4055 0.8139 0.7127  -0.52
28 H -1.6034 -2.7178 1.5482  0.31
29 H -1.7818 -2.3377 -0.1272  -0.68
30 H -2.6751 -1.3263 1.0967  0.25
31 C -7.1201 0.1709 -3.5439  0.59
32 F -7.2534 0.7364 -4.7433  -0.24
33 F -8.0946 -0.7035 -3.3902  -0.26
34 F -5.9656 -0.5777 -3.5764  -0.23
35 S -6.8888 1.4486 -2.2408  0.71
36 O -7.7499 2.4532 -2.8538  -0.68
37 O -7.1191 0.8517 -0.9386  -0.38
38 N -5.3742 1.9105 -2.4258  -0.13
39 S -4.2179 1.3993 -1.3659  0.25
40 O -4.4247 1.7090 0.0315  -0.10
41 O -3.5456 0.1627 -1.6568  0.05
42 C -3.0471 2.8053 -1.9098  -0.67
43 F -2.8808 2.7841 -3.2263  -0.10
44 F -3.6401 3.8995 -1.5580  -0.22
45 F -1.8403 2.7491 -1.3745  0.44
46 C 0.6089 2.6189 6.1102  -1.86
47 C 0.4384 1.7652 4.8632  0.34
48 O 1.1259 1.8414 3.8634  0.24
49 N -0.5724 0.9073 4.9180  0.47
50 C -0.7530 0.0188 3.8039  -0.09
51 H 1.2873 2.1101 6.7822  0.33
52 H -0.3371 2.7943 6.6093  0.44
53 H 0.9959 3.6055 5.7642  0.30
54 H -1.0869 0.7976 5.7947  0.27
55 H -1.2845 0.5750 3.0666  -0.60
56 H -1.4624 -0.7631 4.0753  0.52
57 H 0.1960 -0.3891 3.4356  -0.01
58 C -7.7637 -5.7075 1.1089  -0.96
59 C -7.7149 -4.2396 1.5442  0.56
60 O -7.0586 -3.8861 2.5308  -0.63
61 N -8.5318 -3.4468 0.8433  -0.07
62 C -8.6139 -2.0670 1.2137  -0.57
63 H -6.7650 -5.9970 0.6737  0.10
64 H -8.5373 -5.9474 0.3972  0.41
65 H -7.7842 -6.2728 2.0555  0.25
66 H -8.9461 -3.7763 -0.0073  0.25
67 H -7.6333 -1.6535 1.4572  -0.13
68 H -9.2666 -1.8581 2.0870  0.26
69 H -9.0028 -1.4834 0.4074  0.43
70 C 3.2883 -3.3822 5.3954  -0.83
71 C 2.7285 -2.0818 5.7492  0.61
72 O 3.3790 -1.0939 5.9979  -0.55
73 N 1.3697 -1.9887 5.6197  0.07
74 C 0.4442 -3.0926 5.4194  -1.37
75 H 3.0991 -3.5607 4.3214  -0.16
76 H 2.7675 -4.1601 5.9842  0.45
77 H 4.3413 -3.4747 5.5531  0.35
78 H 0.9310 -1.0895 5.8325  0.25
79 H 0.6087 -3.8664 6.1538  0.42
80 H 0.4932 -3.4531 4.3790  0.18
81 H -0.5452 -2.6822 5.4985  0.60
82 C 6.6240 3.3579 -1.1359  -0.77
83 C 6.5460 2.1505 -2.0275  0.47
84 O 5.5125 1.8124 -2.5552  -0.45
85 N 7.7054 1.4729 -2.1588  -0.18
86 C 7.7761 0.1295 -2.7003  -0.64
87 H 6.2857 4.1892 -1.7945  0.26
88 H 7.6645 3.5067 -0.9191  0.54
89 H 5.9420 3.1461 -0.2939  -0.05
90 H 8.4299 1.8347 -1.6327  0.22
91 H 6.8425 -0.4089 -2.5828  -0.23
92 H 8.5780 -0.4359 -2.3220  0.42
93 H 7.9306 0.1880 -3.7856  0.35
94 C 1.8073 1.0560 -8.6474  -1.25
95 C 2.2236 1.1579 -7.1833  0.60
96 O 3.0057 0.3730 -6.7045  -0.60
97 N 1.6632 2.1776 -6.5234  0.12
98 C 1.8051 2.2974 -5.1166  0.61
99 H 2.5386 1.4823 -9.3368  0.26
100 H 0.8102 1.4960 -8.7855  0.36
101 H 1.7311 -0.0062 -8.8604  0.36
102 H 0.9722 2.7137 -6.9608  0.24
103 H 2.3760 1.4378 -4.7723  -0.59
104 H 0.7783 2.3144 -4.6512  -0.23
105 H 2.2488 3.1857 -4.7115  0.18
106 C -0.3672 5.1620 -2.1895  -0.89
107 C 0.9874 4.5894 -1.7131  0.50
108 O 1.0640 3.9271 -0.7073  -0.53
109 N 1.9766 4.8072 -2.5898  0.00
110 C 3.3741 4.4065 -2.3079  -1.12
111 H -1.1298 5.2991 -1.3978  0.04
112 H -0.7695 4.4496 -2.9370  -0.25
113 H -0.1083 6.0559 -2.8126  0.69
114 H 1.8008 5.3903 -3.3807  0.28
115 H 4.0377 4.9195 -2.9903  0.41
116 H 3.5439 3.3630 -2.3444  0.19
117 H 3.6110 4.6989 -1.2651  0.43
118 C 2.1696 4.5087 2.1434  -0.33
119 C 3.6153 4.0539 1.9693  0.33
120 O 4.3412 4.4126 1.0454  -0.64
121 N 3.9205 3.2459 3.0186  0.08
122 C 5.2330 2.5611 2.9944  0.92
123 H 2.0271 5.4294 1.6090  0.53
124 H 1.9141 4.5655 3.2081  0.37
125 H 1.4332 3.8836 1.6402  -0.42
126 H 3.1277 2.8187 3.4733  0.09
127 H 6.0590 3.2268 3.2424  0.46
128 H 5.4235 2.1192 2.0404  -0.29
129 H 5.1661 1.7720 3.7527  -1.11
130 C -1.3878 5.7279 -7.8822  -1.47
131 C -1.1978 5.2013 -6.3998  0.59
132 O -0.3327 4.3764 -6.0501  -0.49
133 N -2.0083 5.8198 -5.5015  0.20
134 C -3.1117 6.7340 -5.7588  -0.95
135 H -0.7687 5.0840 -8.5070  0.34
136 H -1.0474 6.7116 -8.0408  0.42
137 H -2.4649 5.6237 -8.2001  0.34
138 H -1.9691 5.3797 -4.6204  0.02
139 H -3.5224 7.0628 -4.8201  0.35
140 H -3.9603 6.1255 -6.1137  0.25
141 H -2.8429 7.5441 -6.4642  0.33
142 C 7.9924 3.7592 6.4954  -1.42
143 C 7.4487 2.3663 6.1755  0.76
144 O 8.0135 1.6118 5.4388  -0.59
145 N 6.2128 2.1803 6.7337  -0.12
146 C 5.4519 0.9406 6.4954  -0.55
147 H 7.2514 4.4843 6.1874  0.37
148 H 8.9682 3.9303 6.0788  0.34
149 H 8.0320 3.9524 7.5675  0.39
150 H 5.6642 2.9354 7.1833  0.28
151 H 4.9629 0.8879 5.5328  -0.16
152 H 4.6052 0.9822 7.2036  0.39
153 H 6.0420 0.0477 6.6188  0.21
154 C -3.7871 2.4720 -6.3451  0.09
155 C -4.8709 3.5400 -6.3633  0.65
156 O -5.0199 4.1661 -7.3962  -0.72
157 N -5.5315 3.8135 -5.2433  0.53
158 C -6.6500 4.7312 -5.2183  -1.12
159 H -4.0235 1.7970 -7.1362  0.44
160 H -3.6815 1.9290 -5.4036  -0.30
161 H -2.8487 2.9786 -6.5187  -0.27
162 H -5.4541 3.1417 -4.4467  -0.21
163 H -7.6203 4.2753 -5.0436  0.30
164 H -6.6999 5.2283 -6.2252  0.40
165 H -6.4035 5.4697 -4.4510  0.33
166 C -4.8139 -2.7860 5.0179  -1.10
167 C -4.6302 -1.5521 4.1564  0.88
168 O -3.6581 -0.7875 4.3019  -0.68
169 N -5.5968 -1.3418 3.3025  0.26
170 C -5.7454 -0.1232 2.5544  -1.75
171 H -3.9476 -3.4282 4.9275  0.20
172 H -5.7718 -3.3363 4.7515  0.15
173 H -4.8987 -2.3514 5.9952  0.41
174 H -6.1852 -2.0893 3.0286  0.17
175 H -5.3348 0.7072 3.0997  0.46
176 H -6.7762 0.0432 2.3985  0.39
177 H -5.2081 -0.2006 1.5990  0.66
178 C 4.1946 -0.7538 -4.0512  -0.77
179 C 4.4921 -2.0323 -3.2963  0.56
180 O 4.4166 -2.3007 -2.0915  -0.42
181 N 4.8224 -2.9814 -4.1847  -0.06
182 C 5.0202 -4.3691 -3.7732  -0.88
183 H 4.1768 0.1602 -3.4914  -0.41
184 H 3.2613 -0.9634 -4.5482  0.26
185 H 4.8797 -0.6529 -4.9045  0.70
186 H 4.7302 -2.7697 -5.1704  0.27
187 H 5.3641 -4.9185 -4.6745  0.39
188 H 4.0963 -4.8325 -3.4420  0.25
189 H 5.7235 -4.5167 -2.9246  0.22
190 F 0.5425 -4.4635 -3.4161  -0.49
191 C -0.1419 -3.2766 -3.5399  -0.19
192 C -1.2593 -3.1073 -2.7451  0.26
193 C -2.0757 -1.9809 -2.9408  -0.82
194 C -1.6691 -1.0640 -3.8936  -0.97
195 C -0.4289 -1.1560 -4.5604  -0.44
196 C 0.3506 -2.2778 -4.3607  -0.18
197 H -1.5580 -3.9016 -2.0530  0.52
198 H -2.9756 -1.9096 -2.3692  0.71
199 H -2.3345 -0.2290 -4.0594  0.83
200 H -0.1874 -0.2973 -5.1902  0.51
201 H 1.3198 -2.3348 -4.8831  0.35
202 F 7.6353 0.7810 0.5931  -0.35
203 C 7.0547 -0.1495 1.3635  0.66
204 C 6.3130 -1.1005 0.7036  0.43
205 C 5.8423 -2.2397 1.3193  -1.08
206 C 6.0548 -2.3053 2.6839  -0.34
207 C 6.6683 -1.2440 3.4062  -0.59
208 C 7.1975 -0.1330 2.7245  -0.76
209 H 6.1305 -1.0084 -0.3768  0.05
210 H 5.3595 -2.9964 0.7171  0.56
211 H 5.7228 -3.1578 3.2676  0.43
212 H 6.6099 -1.3225 4.4797  0.38
213 H 7.8087 0.5690 3.3065  0.62
214 F -5.0995 5.3627 2.0657  -0.42
215 C -3.9731 4.5833 2.0210  0.33
216 C -4.1113 3.3472 2.6111  -0.71
217 C -2.9225 2.6064 2.6657  0.02
218 C -1.7756 3.1115 2.0692  0.81
219 C -1.6467 4.3688 1.5445  0.02
220 C -2.8120 5.1357 1.4968  -0.87
221 H -5.1061 2.9793 2.9443  0.36
222 H -2.9054 1.6016 3.1609  0.13
223 H -0.8827 2.5174 2.1115  -0.27
224 H -0.6905 4.7601 1.1264  0.35
225 H -2.8368 6.1827 1.2019  0.48
226 F -0.6629 -6.7870 4.4649  -0.31
227 C -2.0061 -6.9741 4.4734  0.64
228 C -2.6922 -7.0914 3.2989  -0.35
229 C -4.0659 -7.2950 3.3110  -0.07
230 C -4.7246 -7.4709 4.5037  -0.72
231 C -4.0005 -7.3685 5.6913  -0.41
232 C -2.6478 -7.1154 5.6770  -0.67
233 H -2.0809 -6.8651 2.4269  0.36
234 H -4.6569 -7.4442 2.3802  0.28
235 H -5.7931 -7.5707 4.5680  0.40
236 H -4.5106 -7.4705 6.6057  0.43
237 H -2.1984 -7.0896 6.6634  0.41
238 F -3.4044 -4.8654 1.5145  -0.33
239 C -3.9253 -4.3971 0.3938  -0.15
240 C -4.7517 -3.2613 0.3651  1.72
241 C -5.3685 -2.8987 -0.8110  -0.68
242 C -5.1962 -3.6676 -1.9295  -0.76
243 C -4.4139 -4.8438 -1.8983  -0.91
244 C -3.7823 -5.2407 -0.7127  -0.63
245 H -4.8841 -2.6235 1.2510  -0.36
246 H -5.8513 -1.9589 -0.9636  0.56
247 H -5.6086 -3.3299 -2.8534  0.54
248 H -4.2812 -5.4316 -2.7882  0.44
249 H -3.2707 -6.1848 -0.5645  0.55
250 F 4.3239 -5.1135 -0.3001  -0.42
251 C 3.1336 -4.9970 0.3873  -0.29
252 C 2.0966 -4.4103 -0.2599  0.60
253 C 0.8593 -4.3044 0.3679  -0.27
254 C 0.7496 -4.8159 1.6549  -0.94
255 C 1.8350 -5.3553 2.3407  -0.39
256 C 3.0593 -5.4471 1.7142  -0.75
257 H 2.2422 -3.8545 -1.1854  0.40
258 H 0.0000 -3.8115 -0.0547  0.24
259 H -0.2489 -4.8485 2.1085  0.58
260 H 1.7597 -5.5809 3.3786  0.76
261 H 3.9258 -5.9333 2.1266  0.52

***

Entry from the OMol25 dataset: the molecule C9H10N2 at a distorted geometry (ωB97M-V/def2-TZVPD).

Results
DFT total energy	-458.1754	hartree
LUMO (alpha / beta)	-0.4 / -0.4	eV
total charge	0
E_HOMO (alpha / beta)	-8.788 / -8.787	eV

Each line ends with the natural charge from an NBO analysis.
Element x y z (Å)
1 C -2.6036 -1.6059 0.0201  -0.44
2 C -3.5396 -0.5304 0.0826  -0.07
3 C -1.4359 -0.9510 -0.2286  0.21
4 C 0.5396 1.1502 0.5824  -0.41
5 C 1.6569 -0.4754 -1.3150  -0.44
6 C 1.7769 -1.1046 0.9314  -0.46
7 C -0.6353 1.4402 -0.3269  -0.22
8 C 0.9947 -1.3427 -0.2926  0.13
9 C 1.5385 0.0922 0.1125  -0.08
10 N -2.9352 0.6596 -0.0853  -0.28
11 N -1.6536 0.3786 -0.1759  -0.25
12 H -2.6681 -2.7006 0.0232  0.24
13 H -4.6456 -0.4547 0.1966  0.22
14 H 1.1941 1.9817 0.8070  0.23
15 H 0.1838 0.8429 1.4905  0.22
16 H 2.5678 -0.9532 -1.5632  0.21
17 H 1.1399 -0.1908 -2.1853  0.25
18 H 1.2019 -1.2762 1.9507  0.26
19 H 2.7688 -1.7505 0.8202  0.22
20 H -1.0056 2.4580 -0.1760  0.24
21 H -0.5071 1.5626 -1.4566  0.21

***

Entry from the OMol25 dataset: C17H23Br40ClN3 as an isolated structure at a distorted geometry (ωB97M-V/def2-TZVPD).

Results
DFT total energy	-104246.1152	hartree
LUMO	-4.7	eV
total charge	+1
E_HOMO	-11.200	eV

Each line ends with the Mulliken charge.
Element x y z (Å)
1 C 0.6339 2.2511 -1.5859  -1.18
2 C 0.7562 0.7419 -1.7868  0.23
3 Cl 1.7146 0.3271 -3.2397  -0.20
4 C -0.5677 -0.0329 -1.7772  -0.32
5 N -1.6590 0.6365 -2.5215  0.01
6 Br -2.6795 -0.5524 -3.5642  0.08
7 C -2.4650 1.4743 -1.7337  -0.40
8 N -2.9870 1.1177 -0.5668  0.59
9 N -2.7733 2.7020 -2.2287  0.52
10 H 0.6099 2.4923 -0.5200  0.30
11 H -0.1962 2.6940 -2.1336  0.22
12 H 1.5413 2.7155 -1.9747  0.47
13 H 1.3289 0.3634 -0.9390  0.31
14 H -0.8036 -0.2943 -0.7411  -0.20
15 H -0.3830 -0.9782 -2.2842  0.55
16 H -2.5285 0.3172 -0.1139  0.01
17 H -2.9130 1.9250 0.0720  -0.28
18 H -3.3968 2.7199 -3.0476  -0.06
19 H -2.4822 3.5561 -1.7836  0.08
20 C -3.9510 -1.9660 2.1324  -0.35
21 Br -2.3168 -1.8621 1.0969  0.03
22 Br -4.5177 -3.7758 2.3978  0.06
23 Br -3.7789 -1.0013 3.7850  0.01
24 H -4.7168 -1.4696 1.5522  0.33
25 C 6.0724 0.2320 -3.4661  -0.33
26 Br 7.9801 0.1419 -3.6849  -0.04
27 Br 5.4710 -0.8663 -2.0031  0.00
28 Br 5.4573 2.0509 -3.2902  0.01
29 H 5.6283 -0.1673 -4.3665  0.39
30 C 7.7429 5.6179 -3.1238  -0.03
31 Br 8.3847 6.5919 -4.6547  0.00
32 Br 9.1751 4.7494 -2.1783  0.01
33 Br 6.6913 6.7344 -1.9564  -0.02
34 H 7.0897 4.8399 -3.4926  0.01
35 C -6.8518 -0.3261 -3.7234  -0.44
36 Br -7.9729 -0.9375 -2.2872  0.00
37 Br -7.8435 0.6256 -5.0646  0.04
38 Br -5.3634 0.7240 -3.0648  0.12
39 H -6.4324 -1.2035 -4.1964  0.40
40 C 8.1722 -1.4946 0.6982  -0.05
41 Br 10.0779 -1.5967 0.4646  0.00
42 Br 7.5733 -2.5908 2.1645  0.02
43 Br 7.5681 0.3227 0.8733  -0.01
44 H 7.7212 -1.8937 -0.2005  0.07
45 C -3.2080 -7.6014 3.1514  -0.17
46 Br -4.8379 -7.0570 4.0232  -0.03
47 Br -3.4009 -7.6331 1.2342  -0.01
48 Br -1.7129 -6.5246 3.7021  0.09
49 H -3.0017 -8.6143 3.4679  0.12
50 C -9.8981 -0.3327 -8.3770  -0.25
51 Br -11.5344 -0.6037 -9.3489  -0.01
52 Br -8.5641 -1.6429 -8.8397  0.00
53 Br -9.2311 1.4640 -8.5918  -0.02
54 H -10.1233 -0.4653 -7.3284  0.26
55 C -2.9875 3.1878 2.9045  -0.41
56 Br -2.2251 4.0054 1.3177  -0.02
57 Br -3.1019 4.4351 4.3538  0.06
58 Br -4.6836 2.3555 2.5307  0.00
59 H -2.3088 2.4025 3.2091  0.42
60 C -3.7113 7.1034 7.7793  -0.30
61 Br -2.0658 7.1018 6.7737  -0.04
62 Br -4.3394 5.3114 8.1054  -0.02
63 Br -3.5478 8.1126 9.4066  -0.03
64 H -4.4557 7.5958 7.1703  0.37
65 C -3.3837 5.9665 -4.6474  -0.40
66 Br -4.1826 4.2131 -4.4700  0.04
67 Br -4.3476 7.0511 -5.8980  0.01
68 Br -3.2010 6.8213 -2.9303  -0.01
69 H -2.3878 5.8226 -5.0418  0.40
70 C -0.4239 -9.3148 6.5079  -0.33
71 Br 0.5775 -7.6776 6.3352  -0.01
72 Br -1.9527 -9.0979 7.6553  0.01
73 Br -0.9202 -10.0489 4.7930  -0.02
74 H 0.2298 -10.0351 6.9781  0.34
75 C 7.3033 -0.1932 6.0744  -0.32
76 Br 9.0391 -0.7838 5.4904  0.00
77 Br 6.5326 1.0849 4.8559  -0.01
78 Br 6.1157 -1.6766 6.3936  -0.01
79 H 7.4412 0.3129 7.0188  0.33
80 C 8.9822 -6.2444 0.4050  -0.34
81 Br 7.8540 -6.8197 1.8554  0.00
82 Br 7.9926 -5.2400 -0.9131  -0.02
83 Br 10.5090 -5.2625 1.0370  0.01
84 H 9.3514 -7.1336 -0.0848  0.34